No. 1
{
  "formula": "C2H2N2O3",
  "method": "wB97M-V/def2-TZVPD",
  "homo_ev": -10.328,
  "mol_weight_g_mol": 102.05,
  "homo_lumo_gap_ev": 10.7474,
  "species": ["C", "H", "N", "N", "C", "O", "O", "O", "H"],
  "positions_angstrom": [[1.8311, 0.3028, 0.0491], [-1.0014, -1.6065, -0.4688], [-1.0906, -0.8411, 0.2635], [-1.9217, 0.9257, -0.0756], [-0.7013, 0.3983, -0.1355], [2.8360, 0.7583, -0.3761], [-2.3792, -0.3752, 0.2460], [0.6028, 0.8016, -0.4307], [1.8243, -0.3638, 0.9281]],
  "forces_ev_per_a": [[-0.38, 0.78, 0.84], [0.02, 1.03, 1.19], [1.63, -3.34, -0.95], [2.28, 0.57, -0.38], [1.08, 0.96, -0.02], [-0.36, -0.25, -0.37], [-1.94, 0.37, 0.19], [-1.64, 0.05, -0.07], [-0.69, -0.16, -0.42]]
}

=====

No. 2
{
  "formula": "C2H2N2O3",
  "method": "wB97M-V/def2-TZVPD",
  "homo_ev": -9.863,
  "mol_weight_g_mol": 102.05,
  "smiles": "O=C1ON=CNO1",
  "homo_lumo_gap_ev": 10.2022,
  "species": ["O", "C", "C", "H", "N", "O", "H", "O", "N"],
  "positions_angstrom": [[0.6765, -0.9973, 0.0785], [-1.0988, 0.3524, -0.2605], [1.4147, 0.1371, 0.0940], [-1.0571, -1.7669, 0.1056], [-0.4848, 1.4475, -0.0771], [0.8622, 1.3658, 0.3711], [-2.1559, 0.2678, -0.3561], [2.5358, 0.0316, -0.2131], [-0.6927, -0.8380, 0.2576]],
  "forces_ev_per_a": [[0.82, 0.06, 0.29], [-0.97, -0.71, 2.12], [-0.17, 0.42, -0.20], [-0.65, 0.45, -0.55], [-0.54, 0.95, -1.11], [-0.82, -1.93, -0.12], [-0.83, 1.10, -0.89], [2.08, 0.10, -0.03], [1.08, -0.44, 0.50]]
}

=====

No. 3
{
  "formula": "C2H2N2O4",
  "method": "wB97M-V/def2-TZVPD",
  "homo_ev": -10.555,
  "mol_weight_g_mol": 118.05,
  "smiles": "O=c1o[nH]n(O)c1=O",
  "homo_lumo_gap_ev": 9.8013,
  "species": ["C", "O", "C", "H", "O", "N", "N", "H", "O", "O"],
  "positions_angstrom": [[-1.3607, 0.1595, 0.6223], [1.7346, -0.5538, -1.0524], [-0.4798, -0.8052, -0.1391], [1.7237, -1.2283, -0.3412], [-0.7275, 1.3624, 0.3945], [0.5589, -0.0020, -0.6902], [0.6851, 1.0737, 0.3403], [0.9313, 1.8786, -0.2326], [-2.4812, 0.1013, 1.0359], [-0.5843, -1.9860, 0.0626]],
  "forces_ev_per_a": [[-1.54, 1.90, -1.59], [-0.32, -1.30, 1.56], [0.71, -0.61, 2.13], [1.59, -0.58, -0.66], [-0.22, 0.40, 1.95], [-2.15, 0.63, -0.24], [-1.00, -0.04, -1.58], [0.62, 0.07, 0.05], [1.51, -0.49, -0.11], [0.80, 0.00, -1.51]]
}

=====

No. 4
{
  "formula": "C2H2N2OS",
  "method": "wB97M-V/def2-TZVPD",
  "homo_ev": -9.469,
  "mol_weight_g_mol": 102.12,
  "homo_lumo_gap_ev": 8.0923,
  "species": ["C", "H", "H", "C", "N", "O", "N", "S"],
  "positions_angstrom": [[-0.2703, 0.2853, -0.2401], [1.9406, 0.7184, 0.3424], [0.3834, -1.5716, 0.5382], [-1.5567, -0.1522, 0.0096], [-2.7383, -0.4283, -0.1247], [1.8802, -0.2822, -0.0655], [0.6396, -0.5425, -0.3501], [-0.2785, 1.9730, -0.1099]],
  "forces_ev_per_a": [[-3.82, 6.69, 1.27], [-0.52, -2.76, -1.27], [0.36, 3.28, -3.71], [-9.18, -2.77, -1.75], [6.57, 1.32, 1.27], [3.51, 4.28, 0.80], [1.80, -9.27, 3.74], [1.29, -0.77, -0.34]]
}

=====

No. 5
{
  "formula": "C2H2N2OS2",
  "method": "wB97M-V/def2-TZVPD",
  "homo_ev": -9.342,
  "mol_weight_g_mol": 134.19,
  "smiles": "O=S1#CNN=CS1",
  "homo_lumo_gap_ev": 8.7038,
  "species": ["O", "C", "C", "H", "N", "N", "S", "H", "S"],
  "positions_angstrom": [[-2.0899, 0.9993, -1.3092], [0.3744, 1.3240, -0.9416], [0.2615, -1.3321, 0.7845], [1.1449, 1.8405, 0.6796], [0.8463, -0.2305, 0.9728], [0.7672, 0.9942, 0.2932], [-1.1002, -1.6830, -0.2896], [0.7560, -2.0250, 1.4047], [-0.9602, 0.1127, -1.5944]],
  "forces_ev_per_a": [[-0.31, 0.10, 0.33], [-0.76, -1.97, 1.53], [-1.11, 1.86, -1.39], [0.83, -0.56, 1.41], [1.95, 1.75, 1.12], [-1.86, -0.06, -3.14], [0.90, 0.39, 0.20], [-0.31, -1.62, 0.54], [0.65, 0.11, -0.60]]
}

=====

No. 6
{
  "formula": "C2H2N2OS2",
  "method": "wB97M-V/def2-TZVPD",
  "homo_ev": [-7.873, -8.315],
  "mol_weight_g_mol": 134.19,
  "homo_lumo_gap_ev": [6.8311, 7.2787],
  "species": ["H", "C", "O", "N", "S", "H", "C", "S", "N"],
  "positions_angstrom": [[1.1674, -0.9197, -1.0439], [-0.4752, -0.8462, 0.0112], [-2.2535, 0.9944, 0.6393], [1.4530, 0.1568, 0.7173], [-1.5604, -1.9659, 0.3118], [2.2815, 0.3164, 0.2257], [-1.2866, 1.2386, 0.0617], [-0.1836, 1.7433, -0.8686], [0.8573, -0.7177, -0.0544]],
  "forces_ev_per_a": [[0.09, 0.22, 1.30], [-0.61, -2.55, 0.63], [-0.53, 0.32, 0.75], [-0.70, -0.56, 0.25], [0.74, 0.60, -0.28], [2.15, 0.70, -0.45], [-1.92, -0.23, 0.26], [1.48, 2.38, -1.50], [-0.69, -0.88, -0.96]]
}

=====

No. 7
{
  "formula": "C2H2N3O",
  "method": "wB97M-V/def2-TZVPD",
  "homo_ev": [-15.724, -13.141],
  "mol_weight_g_mol": 84.06,
  "homo_lumo_gap_ev": [9.3674, 4.4499],
  "charge": 1,
  "species": ["O", "H", "N", "H", "C", "N", "C", "N"],
  "positions_angstrom": [[1.2298, 0.9425, 2.9311], [2.5263, 0.6443, 4.3355], [-0.4110, 0.5059, 1.3249], [-1.2229, -0.7695, -0.0055], [0.3057, 0.8258, 2.2127], [-3.1156, 1.5766, -0.3015], [-1.3943, 0.1194, 0.4940], [-2.3332, 0.8709, 0.0612]],
  "forces_ev_per_a": [[-2.84, 0.69, -1.71], [0.51, -0.19, 0.66], [-3.63, -0.24, -2.37], [-0.17, -1.90, -0.99], [4.30, -0.28, 2.55], [-0.29, -0.06, -0.08], [4.11, -0.49, 2.47], [-1.99, 2.48, -0.53]]
}

=====

No. 8
{
  "formula": "C2H2N3O2",
  "method": "wB97M-V/def2-TZVPD",
  "homo_ev": [-2.827, -2.825],
  "mol_weight_g_mol": 100.06,
  "smiles": "C=C([O-])ON1N=N1",
  "homo_lumo_gap_ev": [7.5362, 7.5345],
  "charge": -1,
  "species": ["N", "H", "N", "N", "C", "O", "H", "C", "O"],
  "positions_angstrom": [[1.0442, 0.7825, -1.1333], [-0.4342, -0.4941, 1.7920], [1.6118, -0.4430, -1.3384], [1.5979, -0.0586, -0.1396], [-0.2936, -0.5647, 0.8125], [-0.4899, 0.7449, -1.1588], [-0.2065, -1.6030, 0.5559], [-0.9774, 0.4310, 0.0877], [-1.8522, 1.2050, 0.5219]],
  "forces_ev_per_a": [[-0.88, 2.25, -1.34], [-0.58, 0.57, 4.27], [-0.08, -1.27, -0.80], [0.44, -0.63, 2.24], [0.79, -0.84, -3.28], [0.49, -0.85, -0.06], [0.18, -0.11, -0.94], [-1.01, 1.68, 0.03], [0.65, -0.81, -0.13]]
}

=====

No. 9
{
  "formula": "C2H2N3O5",
  "method": "wB97M-V/def2-TZVPD",
  "homo_ev": [-14.542, -14.541],
  "mol_weight_g_mol": 148.05,
  "homo_lumo_gap_ev": [6.5617, 6.5603],
  "charge": 1,
  "species": ["H", "O", "N", "O", "N", "H", "O", "O", "O", "N", "C", "C"],
  "positions_angstrom": [[-0.2272, -0.6656, 1.0525], [-0.9989, 0.9807, 0.6633], [-1.5625, 2.2555, -0.3495], [0.5267, -0.9598, -1.7402], [-2.7175, -1.8334, -0.0114], [1.1148, 0.5050, -0.5720], [-1.0815, 2.1094, -1.3801], [-3.5979, -2.5542, 0.1403], [-2.2646, 2.8975, 0.2629], [0.3718, -0.1590, -0.8737], [-0.7574, -0.2026, 0.1189], [-1.7750, -1.1717, -0.1795]],
  "forces_ev_per_a": [[0.15, 0.08, -1.40], [-0.60, 2.08, -0.02], [0.19, -2.26, 1.42], [-0.01, 1.51, 1.14], [1.78, 1.01, 0.02], [0.29, 0.12, -0.56], [0.77, 0.24, -2.14], [-1.76, -1.19, 0.13], [-0.83, 1.22, 0.68], [-0.23, -1.71, -0.41], [0.66, -1.44, 2.15], [-0.39, 0.35, -1.02]]
}

=====

No. 10
{
  "formula": "C2H2N4O",
  "method": "wB97M-V/def2-TZVPD",
  "homo_ev": -10.464,
  "mol_weight_g_mol": 98.06,
  "smiles": "O=c1ncnn[nH]1",
  "homo_lumo_gap_ev": 9.1339,
  "species": ["C", "C", "N", "N", "O", "H", "N", "N", "H"],
  "positions_angstrom": [[-0.9617, 0.2026, -0.5622], [0.3090, -0.9972, 0.9779], [1.4544, -0.2458, 0.7940], [0.1794, 0.8215, -0.7414], [-1.9162, 0.4382, -1.3039], [0.3920, -1.7321, 1.7413], [-0.8982, -0.7031, 0.4978], [1.3263, 0.7262, 0.0076], [0.1151, 1.4896, -1.4110]],
  "forces_ev_per_a": [[-3.22, -1.65, -0.10], [-2.94, 1.65, -0.73], [-0.53, 0.38, -0.39], [3.48, -0.62, 2.59], [1.07, -0.57, 1.38], [-0.02, -0.71, 0.35], [1.64, -1.62, 0.68], [-0.15, 0.31, -1.52], [0.68, 2.83, -2.26]]
}

=====

No. 11
{
  "formula": "C2H2N4O",
  "method": "wB97M-V/def2-TZVPD",
  "homo_ev": [-8.300, -7.959],
  "mol_weight_g_mol": 98.06,
  "homo_lumo_gap_ev": [7.5775, 6.7976],
  "species": ["C", "N", "N", "H", "C", "N", "N", "O", "H"],
  "positions_angstrom": [[0.1450, -1.7108, -0.6522], [-0.4669, 0.6531, -1.7943], [0.0437, -0.4631, -0.2987], [0.1834, 2.0505, 0.8528], [0.3916, -0.0469, 0.8473], [0.3215, 1.0927, 1.4470], [0.2240, -2.8318, -0.9010], [-1.5331, 0.1965, -1.9711], [0.6908, 1.0598, 2.4703]],
  "forces_ev_per_a": [[0.20, -1.70, -0.24], [-3.27, -1.39, -0.54], [0.77, 2.18, 0.72], [0.41, -2.51, 2.19], [0.02, -1.94, 1.30], [0.69, 3.06, 0.29], [-0.06, -0.16, -0.41], [2.26, 1.63, -0.49], [-1.02, 0.82, -2.82]]
}

=====

No. 12
{
  "formula": "C2H2N4O2",
  "method": "wB97M-V/def2-TZVPD",
  "homo_ev": -9.803,
  "mol_weight_g_mol": 114.06,
  "smiles": "O=c1nn[nH][nH]c1=O",
  "homo_lumo_gap_ev": 8.2313,
  "species": ["N", "H", "H", "O", "N", "C", "C", "N", "N", "O"],
  "positions_angstrom": [[0.6889, 1.2837, 0.0116], [0.8960, 2.3258, 0.1026], [2.5300, 0.6078, 1.0061], [-1.5287, 1.6084, -0.1667], [1.5437, -0.8825, -0.1814], [-0.5727, 0.8281, -0.2576], [-0.7066, -0.8807, -0.0185], [1.8077, 0.3867, 0.3415], [0.3556, -1.5943, -0.4563], [-1.7866, -1.2301, 0.4842]],
  "forces_ev_per_a": [[2.80, 1.63, 1.11], [-0.61, -2.05, -0.10], [0.17, -0.28, -0.01], [2.05, -1.96, -1.40], [0.78, -1.71, 1.26], [-2.22, -0.27, 3.20], [-4.87, 3.29, 0.55], [-6.38, -2.36, -4.41], [4.48, 3.36, 1.43], [3.80, 0.35, -1.62]]
}

=====

No. 13
{
  "formula": "C2H2N4O4",
  "method": "wB97M-V/def2-TZVPD",
  "homo_ev": -9.476,
  "mol_weight_g_mol": 146.06,
  "smiles": "O=C=NO/N=[N+](/[O-])O.C#N",
  "homo_lumo_gap_ev": 9.7105,
  "species": ["N", "C", "H", "N", "O", "H", "C", "N", "N", "O", "O", "O"],
  "positions_angstrom": [[-0.2022, -1.3468, 0.0667], [-2.8844, 0.2997, 0.9742], [0.0024, -1.0511, -1.6855], [-2.1828, 0.5811, 0.1058], [-0.4900, -1.6778, -1.1838], [-3.6516, 0.1289, 1.6396], [2.6017, 1.8473, -0.0500], [2.2915, 0.9014, -0.7265], [0.6994, -0.4841, 0.2878], [3.1823, 2.7299, 0.3800], [-0.7275, -1.9061, 1.0176], [1.3614, -0.0225, -0.8260]],
  "forces_ev_per_a": [[1.91, 0.84, 1.58], [1.36, 0.81, -2.18], [0.77, 1.08, -1.42], [-0.48, -0.18, 0.82], [-1.41, -1.59, -0.09], [-0.98, -0.45, 1.29], [-0.75, -1.24, -0.39], [0.60, -0.33, -0.13], [0.65, 0.94, 3.12], [0.87, 2.05, 1.30], [-0.50, -0.16, -1.07], [-2.04, -1.78, -2.84]]
}

=====

No. 14
{
  "formula": "C2H2N4P",
  "method": "wB97M-V/def2-TZVPD",
  "homo_ev": [-14.184, -14.240],
  "mol_weight_g_mol": 113.04,
  "homo_lumo_gap_ev": [6.9631, 6.9797],
  "charge": 1,
  "species": ["C", "N", "N", "N", "N", "C", "H", "P", "H"],
  "positions_angstrom": [[-0.2823, -0.4138, -0.0152], [-0.7955, 0.2675, 2.4939], [0.1020, 0.8516, 1.9918], [-3.0888, -0.4790, 1.6950], [-4.0691, -0.2750, 1.1151], [0.5042, 0.3972, 0.6027], [-0.5734, -1.2212, -0.5959], [-1.6964, -1.2101, 2.1168], [1.2903, 1.0452, 0.3842]],
  "forces_ev_per_a": [[1.30, 0.81, 1.88], [-1.59, 0.02, 2.62], [-1.01, -0.50, 0.64], [-7.26, 2.60, -4.64], [4.81, -0.86, 3.49], [-1.85, -1.56, -1.47], [-0.35, -0.80, -1.31], [4.62, -0.20, -0.13], [1.34, 0.49, -1.07]]
}

=====

No. 15
{
  "formula": "C2H2NO2S",
  "method": "wB97M-V/def2-TZVPD",
  "homo_ev": -1.756,
  "mol_weight_g_mol": 104.11,
  "smiles": "[O-]SO[C@H]1C=N1",
  "homo_lumo_gap_ev": 5.7278,
  "charge": -1,
  "species": ["O", "C", "O", "S", "H", "H", "N", "C"],
  "positions_angstrom": [[-2.6671, 1.9995, -0.4459], [1.4715, -0.8822, 0.3651], [-0.2622, 0.7774, 0.4608], [-2.0770, 0.8540, 0.3346], [0.1705, -0.0739, -1.3231], [2.5385, -0.7776, 0.4633], [0.5061, -1.6953, 0.3566], [0.3197, -0.2018, -0.2113]],
  "forces_ev_per_a": [[0.36, 0.84, -0.61], [-1.12, 0.63, -1.61], [-0.57, 0.84, 0.99], [-0.37, -1.31, 0.80], [0.22, -0.92, 1.05], [0.32, -0.47, 0.64], [0.21, 0.87, 0.07], [0.96, -0.46, -1.33]]
}

=====

No. 16
{
  "formula": "C2H2NO2S",
  "method": "wB97M-V/def2-TZVPD",
  "homo_ev": [-4.775, -1.636],
  "mol_weight_g_mol": 104.11,
  "homo_lumo_gap_ev": [8.7370, 4.7599],
  "charge": -1,
  "species": ["C", "C", "N", "O", "S", "O", "H", "H"],
  "positions_angstrom": [[-1.1780, 0.7594, 0.5227], [-1.9850, -0.2186, -0.0717], [-2.1022, 0.8660, -0.7367], [3.1382, 0.6297, 0.6665], [2.2754, -0.0275, -0.3375], [2.3171, -1.5018, -0.3024], [-2.3894, -1.2170, -0.0768], [-0.0762, 0.7098, 0.3359]],
  "forces_ev_per_a": [[0.16, -0.44, -1.28], [-0.33, 0.71, 0.12], [0.40, -0.54, 0.85], [0.28, 0.30, 0.43], [-0.44, 0.54, -0.46], [-0.06, -0.81, 0.02], [-0.06, -0.17, -0.16], [0.04, 0.42, 0.48]]
}

=====

No. 17
{
  "formula": "C2H2NO3",
  "method": "wB97M-V/def2-TZVPD",
  "homo_ev": -4.380,
  "mol_weight_g_mol": 88.04,
  "homo_lumo_gap_ev": 8.4972,
  "charge": -1,
  "species": ["H", "C", "O", "H", "C", "N", "O", "O"],
  "positions_angstrom": [[1.3306, -1.5871, 0.1125], [0.3002, 0.0335, 0.1139], [-2.1176, 0.6279, 0.6624], [0.8749, -0.0925, 1.8631], [-1.2192, 0.7544, -0.1726], [0.7096, -1.1393, -0.4991], [-1.2371, 1.2233, -1.2897], [1.3584, 0.1796, -0.7905]],
  "forces_ev_per_a": [[1.17, -0.78, 1.07], [0.38, 1.26, 2.56], [1.03, -0.30, 0.56], [-1.06, 0.49, -3.04], [-0.26, -0.91, 0.74], [-0.91, -0.11, -1.86], [0.62, 0.61, -1.24], [-0.96, -0.26, 1.22]]
}

=====

No. 18
{
  "formula": "C2H2NO3S",
  "method": "wB97M-V/def2-TZVPD",
  "homo_ev": -3.654,
  "mol_weight_g_mol": 120.11,
  "homo_lumo_gap_ev": 7.3583,
  "charge": -1,
  "species": ["O", "C", "S", "N", "C", "H", "H", "O", "O"],
  "positions_angstrom": [[2.3651, -0.0902, 0.3247], [-0.0036, -0.0116, -0.0040], [-2.7402, -1.3042, -0.2999], [1.2763, 0.2009, -0.4983], [-2.0810, 0.1700, -0.2602], [1.6680, -0.0212, -1.3883], [1.9292, -0.0595, 1.1232], [0.0116, -0.1732, 1.2603], [-2.4254, 1.2889, -0.2575]],
  "forces_ev_per_a": [[1.98, -0.02, -2.13], [-0.39, -0.02, 2.73], [-0.19, -1.40, 0.01], [-0.25, 0.26, -1.23], [0.83, 0.07, -0.69], [-1.06, -0.04, -0.87], [-1.65, -0.15, 3.83], [0.23, 0.17, -1.80], [0.50, 1.13, 0.14]]
}

=====

No. 19
{
  "formula": "C2H2NO3S",
  "method": "wB97M-V/def2-TZVPD",
  "homo_ev": -15.300,
  "mol_weight_g_mol": 120.11,
  "homo_lumo_gap_ev": 8.3432,
  "charge": 1,
  "species": ["H", "O", "C", "C", "S", "N", "O", "O", "H"],
  "positions_angstrom": [[-0.9266, -0.1968, 2.5392], [0.1148, -1.3635, -0.1740], [-0.2757, -0.5725, 0.6053], [-0.5745, 0.8318, 0.0330], [0.2933, 1.4512, -1.1944], [1.7443, -0.0302, -1.6194], [-0.4399, -0.8566, 1.8685], [1.4528, -0.6972, -2.4776], [-1.3884, 1.4338, 0.4194]],
  "forces_ev_per_a": [[1.57, -1.76, -2.51], [0.80, -1.43, -1.12], [-0.74, 1.60, 0.32], [0.75, 0.02, -0.19], [-1.53, 0.58, 0.88], [0.17, -2.48, -1.86], [-1.62, 1.81, 2.78], [0.72, 1.54, 1.58], [-0.13, 0.12, 0.12]]
}

=====

No. 20
{
  "formula": "C2H2NO4S",
  "method": "wB97M-V/def2-TZVPD",
  "homo_ev": [-5.066, -4.953],
  "mol_weight_g_mol": 136.11,
  "homo_lumo_gap_ev": [7.8618, 7.2067],
  "charge": -1,
  "species": ["N", "H", "S", "O", "C", "H", "O", "C", "O", "O"],
  "positions_angstrom": [[1.1328, -1.7000, -0.3439], [0.3184, 0.4537, -1.2392], [0.9967, -2.2385, 1.2334], [-0.9880, -0.9069, 2.0841], [-1.4684, -2.0023, 1.7834], [-0.0707, 0.2053, 0.6643], [-0.5074, -2.9006, 1.1858], [0.4131, 0.0243, -0.2690], [1.9254, -3.3681, 1.2601], [-2.5843, -2.4579, 1.8911]],
  "forces_ev_per_a": [[-2.47, 5.71, -0.53], [0.07, 0.11, -0.40], [0.33, -0.36, 0.75], [0.13, 1.03, 0.28], [-0.53, 0.27, 0.24], [-0.29, 0.22, 0.47], [0.87, -0.08, -0.42], [2.46, -5.93, -0.22], [0.00, -0.34, -0.08], [-0.58, -0.64, -0.10]]
}